*A*
Entry from OMol25: an isolated molecule of C5H13NS (ωB97M-V with the def2-TZVPD basis set).

Geometry as XYZ:
```
20
C5H13NS | OMol25 | ωB97M-V with the def2-TZVPD basis set
S -0.47 -0.35 -3.27
N 0.61 0.08 1.06
C 0.61 -0.95 -1.94
C -1.55 0.82 2.14
C 1.31 0.26 -1.26
C 0.44 0.89 -0.17
C -0.47 -0.27 2.04
H 1.64 0.93 -2.05
H -0.89 -1.22 1.72
H 0.08 -0.43 2.96
H 1.16 -0.75 0.88
H -2.35 0.56 2.85
H 0.84 1.88 0.07
H -0.61 -1.62 -3.77
H -2.03 0.69 1.17
H 0.05 -1.52 -1.20
H -0.65 0.93 -0.42
H 1.36 -1.59 -2.38
H 2.13 -0.17 -0.65
H -1.20 1.84 2.20
```

Calculated values
Orbital gap in hartree: 0.336
HOMO level in eV: -8.28



*B*
Entry from OMol25: an isolated molecule of C5H13NS (ωB97M-V with the def2-TZVPD basis set).

Geometry as XYZ:
```
20
C5H13NS | OMol25 | ωB97M-V with the def2-TZVPD basis set
S -1.20 -2.76 -0.64
N 0.55 1.86 0.63
C 0.06 -1.51 -1.22
C 0.88 0.94 -0.44
C 0.31 -0.49 -0.14
C 0.35 3.21 0.23
C 0.31 1.42 1.98
H 0.58 1.34 -1.41
H 0.60 2.27 2.59
H -0.57 3.54 -0.28
H 0.45 3.94 1.06
H 1.17 3.61 -0.39
H 1.98 0.85 -0.61
H -0.73 1.21 2.25
H -0.71 -0.28 0.22
H 1.07 -0.81 0.57
H 0.96 -2.11 -1.42
H -0.72 -3.77 -1.41
H 0.94 0.59 2.28
H -0.29 -1.02 -2.13
```

Calculated values
Orbital gap in hartree: 0.322
HOMO level in eV: -7.86



*C*
Entry from OMol25: an isolated molecule of C5H13NS (ωB97M-V with the def2-TZVPD basis set).

Geometry as XYZ:
```
20
C5H13NS | OMol25 | ωB97M-V with the def2-TZVPD basis set
S -0.16 -2.81 2.20
N 1.18 0.42 -0.30
C 0.68 0.25 1.03
C -0.04 1.33 -2.27
C -0.75 -0.29 1.10
C -0.82 -1.78 0.85
C 0.86 1.60 -1.09
H 1.78 2.04 -1.47
H -1.38 0.23 0.37
H -0.33 -2.09 -0.07
H -1.04 0.97 -2.01
H 0.75 1.22 1.54
H -1.25 -0.06 2.04
H -1.33 -3.26 2.67
H 0.43 2.32 -0.40
H 0.40 0.57 -2.91
H -1.85 -2.13 0.74
H 1.33 -0.44 1.59
H -0.17 2.22 -2.89
H 1.71 -0.31 -0.72
```

Calculated values
Orbital gap in hartree: 0.337
HOMO level in eV: -8.19



*D*
Entry from OMol25: an isolated molecule of C5H13NS (ωB97M-V with the def2-TZVPD basis set).

Geometry as XYZ:
```
20
C5H13NS | OMol25 | ωB97M-V with the def2-TZVPD basis set
S -1.75 1.86 -1.95
N 0.43 -0.15 0.93
C -1.93 -0.11 0.04
C -0.54 -0.80 0.08
C 2.43 -0.62 -0.47
C 1.74 -0.80 0.87
C -1.80 1.39 -0.19
H -0.68 -1.84 0.37
H 3.48 -0.87 -0.37
H 1.62 -1.87 1.11
H -0.94 1.78 0.36
H 2.37 -0.31 1.62
H -2.40 -0.24 1.00
H -1.27 3.09 -1.77
H -0.17 -0.84 -0.94
H -2.46 -0.60 -0.76
H -2.63 1.96 0.24
H 2.31 0.40 -0.85
H 2.06 -1.33 -1.21
H 0.11 -0.09 1.89
```

Calculated values
Orbital gap in hartree: 0.357
HOMO level in eV: -8.70



Energies in kcal/mol, measured from the most stable structure: *A* 13.4; *B* 26.4; *C* 1.9; *D* 0.0.



*A*
Entry from OMol25: an isolated molecule of C5H13NS (ωB97M-V with the def2-TZVPD basis set).

Geometry as XYZ:
```
20
C5H13NS | OMol25 | ωB97M-V with the def2-TZVPD basis set
S -0.48 1.51 1.17
N -0.71 -1.95 -0.28
C 1.67 -2.19 -0.44
C -0.44 1.05 -0.56
C -1.59 2.92 1.69
C 0.73 0.12 -0.74
C 0.52 -1.27 0.03
H 1.70 0.46 -0.37
H 0.67 -1.18 1.11
H -1.42 0.59 -0.82
H 2.63 -1.71 -0.28
H -2.19 2.48 2.47
H 1.62 -3.15 0.06
H -1.38 -1.43 -0.84
H -0.26 1.94 -1.14
H 0.77 -0.20 -1.79
H -0.88 3.57 2.24
H -2.02 3.47 0.86
H 1.60 -2.25 -1.54
H -0.57 -2.79 -0.83
```

Calculated values
Orbital gap in hartree: 0.341
HOMO level in eV: -8.26



*B*
Entry from OMol25: an isolated molecule of C5H13NS (ωB97M-V with the def2-TZVPD basis set).

Geometry as XYZ:
```
20
C5H13NS | OMol25 | ωB97M-V with the def2-TZVPD basis set
S 1.00 -1.58 -2.12
N -1.14 1.34 -0.14
C -0.41 0.67 -1.22
C -0.36 1.54 1.10
C 0.68 0.13 3.00
C -0.31 -0.84 -1.09
C -0.58 0.49 2.20
H -1.39 0.83 2.84
H -0.99 -0.40 1.72
H 1.58 0.49 2.50
H 0.68 0.52 4.02
H 0.58 1.12 -1.32
H -0.93 0.91 -2.14
H 0.63 -1.16 -3.34
H -0.64 2.53 1.48
H -1.25 -1.34 -1.26
H 0.04 -1.13 -0.09
H -1.96 0.80 0.12
H 0.68 1.65 0.80
H 0.82 -0.95 3.02
```

Calculated values
Orbital gap in hartree: 0.353
HOMO level in eV: -8.64



Energies in kcal/mol, measured from the most stable structure: *A* 5.8; *B* 0.0.



*A*
Entry from OMol25: an isolated molecule of C5H13NS (ωB97M-V with the def2-TZVPD basis set).

Geometry as XYZ:
```
20
C5H13NS | OMol25 | ωB97M-V with the def2-TZVPD basis set
S -2.43 0.40 -0.59
N 2.06 -1.55 0.38
C 0.98 0.53 1.22
C 2.12 -1.41 -1.08
C -0.23 1.43 0.81
C -0.78 1.14 -0.58
C 0.83 -0.98 0.96
H -0.82 2.13 -1.04
H 0.01 -1.15 0.27
H 1.94 0.91 0.85
H 2.82 -1.08 0.86
H 1.88 -0.40 -1.42
H 1.40 -2.17 -1.38
H 3.09 -1.77 -1.43
H 0.08 2.44 1.05
H -2.40 -0.28 -1.74
H 0.62 -1.50 1.88
H -0.90 1.31 1.67
H -0.06 0.57 -1.16
H 1.03 0.74 2.29
```

Calculated values
Orbital gap in hartree: 0.353
HOMO level in eV: -8.69



*B*
Entry from OMol25: an isolated molecule of C5H13NS (ωB97M-V with the def2-TZVPD basis set).

Geometry as XYZ:
```
20
C5H13NS | OMol25 | ωB97M-V with the def2-TZVPD basis set
S -2.06 -1.64 0.36
N 0.91 0.40 0.58
C 2.09 2.30 -1.50
C -0.27 -1.80 0.64
C 0.10 1.17 -0.34
C 0.88 1.39 -1.67
C 0.32 -0.60 1.46
H -0.49 -0.27 2.11
H 2.18 2.61 -0.45
H 0.20 -1.81 -0.34
H -0.31 2.11 0.03
H -2.39 -1.84 1.67
H 0.14 1.88 -2.32
H 1.60 0.97 1.03
H 0.06 -2.72 1.12
H 1.06 0.46 -2.20
H -0.75 0.59 -0.70
H 1.93 3.27 -1.97
H 1.18 -1.01 1.99
H 3.06 1.94 -1.85
```

Calculated values
Orbital gap in hartree: 0.352
HOMO level in eV: -8.61



*C*
Entry from OMol25: a cluster of 3 separate species, C5H13NS in total (ωB97M-V with the def2-TZVPD basis set).

Geometry as XYZ:
```
20
C5H13NS | OMol25 | ωB97M-V with the def2-TZVPD basis set
S 0.08 0.87 2.01
N 0.48 2.65 -0.66
C -0.11 -2.43 1.04
C 1.28 1.05 -2.37
C -0.95 -1.29 0.47
C -1.30 -0.18 1.48
C 0.39 1.48 -1.44
H -2.10 0.44 1.08
H 0.99 0.37 0.20
H 1.29 3.22 -0.97
H 0.60 2.35 0.32
H -1.75 -0.64 2.44
H -1.78 -1.68 -0.12
H -0.56 0.96 -1.27
H -0.72 -3.09 1.67
H 0.36 -3.04 0.20
H -0.33 -0.74 -0.28
H 2.25 1.57 -2.42
H 1.10 0.19 -2.98
H 0.78 -2.06 1.59
```

Calculated values
Orbital gap in hartree: 0.293
HOMO level in eV: -8.81



*D*
Entry from OMol25: a structure of composition C5H13NS (ωB97M-V with the def2-TZVPD basis set).

Geometry as XYZ:
```
20
C5H13NS | OMol25 | ωB97M-V with the def2-TZVPD basis set
S -0.20 -2.05 0.17
N 1.00 1.11 -1.11
C -1.01 -0.58 -0.64
C 1.44 -1.55 0.74
C -0.03 0.27 -1.53
C -0.64 0.74 1.47
C -1.48 0.53 0.22
H 1.79 -2.64 0.73
H -1.42 1.27 -0.53
H -1.81 -0.89 -1.23
H -0.87 1.92 1.90
H -1.42 -0.12 2.25
H 1.51 -0.95 1.73
H 1.96 -1.05 -0.18
H -0.54 1.10 -2.17
H 0.63 0.25 1.18
H 0.56 -0.34 -2.22
H 2.08 0.69 -0.75
H 0.97 1.97 -0.57
H -2.53 0.33 0.57
```

Calculated values
Orbital gap in hartree: 0.329
HOMO level in eV: -8.18



Energies in kcal/mol, measured from the most stable structure: *A* 6.0; *B* 0.0; *C* 66.7; *D* 120.2.



*A*
Entry from OMol25: an isolated molecule of C10H8N2 (ωB97M-V with the def2-TZVPD basis set).

Geometry as XYZ:
```
20
C10H8N2 | OMol25 | ωB97M-V with the def2-TZVPD basis set
N -1.47 -1.18 -0.47
N -1.45 1.10 0.37
C 0.59 -0.01 -0.05
C -0.83 0.02 -0.02
C -2.79 1.13 0.44
C -2.81 -1.11 -0.45
C 2.72 -1.19 0.37
C 3.33 -0.01 0.00
C 2.70 1.16 -0.39
C 1.34 -1.15 0.25
C 1.30 1.17 -0.43
C -3.57 0.03 -0.02
H 0.65 -1.98 0.73
H 3.38 -2.14 0.62
H -3.39 -1.92 -0.68
H 0.58 2.04 -0.61
H 4.38 0.05 0.16
H -4.63 -0.16 0.08
H -3.40 1.96 0.71
H 3.36 2.19 -0.60
```

Calculated values
Orbital gap in hartree: 0.336
HOMO level in eV: -8.89



*B*
Entry from OMol25: an isolated molecule of C10H8N2 (ωB97M-V with the def2-TZVPD basis set).

Geometry as XYZ:
```
20
C10H8N2 | OMol25 | ωB97M-V with the def2-TZVPD basis set
N 0.09 1.71 -0.77
N 1.31 -0.22 -1.44
C 0.68 2.38 -1.80
C 0.40 0.40 -0.66
C -1.95 -0.44 2.19
C -0.47 -2.29 1.79
C -1.35 0.22 1.13
C 1.80 0.40 -2.42
C 0.13 -1.58 0.76
C -0.32 -0.29 0.43
C 1.57 1.83 -2.62
C -1.52 -1.69 2.53
H 2.45 0.15 -3.01
H 2.01 2.37 -3.30
H -1.99 -2.23 3.25
H 1.13 -2.07 0.20
H 0.39 3.36 -1.79
H -2.78 -0.05 2.62
H -1.55 1.16 0.91
H -0.04 -3.12 2.00
```

Calculated values
Orbital gap in hartree: 0.339
HOMO level in eV: -8.90



Energies in kcal/mol, measured from the most stable structure: *A* 0.0; *B* 22.5.



*A*
Entry from OMol25: an isolated molecule of CH2Cl2O2P2 (ωB97M-V with the def2-TZVPD basis set).

Geometry as XYZ:
```
9
CH2Cl2O2P2 | OMol25 | ωB97M-V with the def2-TZVPD basis set
Cl 1.96 -1.95 0.46
Cl 1.92 0.37 -1.66
P -1.49 1.27 0.73
P 1.04 -0.11 0.06
O -2.16 1.91 -0.39
O 1.49 0.79 1.10
C -0.73 -0.32 -0.06
H -0.77 -1.21 0.65
H -1.25 -0.73 -0.88
```

Calculated values
Orbital gap in hartree: 0.333
HOMO level in eV: -10.33



*B*
Entry from OMol25: a structure of composition CH2Cl2O2P2 (ωB97M-V with the def2-TZVPD basis set).

Geometry as XYZ:
```
9
CH2Cl2O2P2 | OMol25 | ωB97M-V with the def2-TZVPD basis set
Cl 4.56 -1.76 0.29
Cl 4.67 1.27 0.87
P 4.02 -0.02 -0.43
P 1.37 1.09 -0.57
O 2.46 -0.15 -0.20
O 4.45 0.28 -1.77
C 0.14 0.20 0.09
H 0.36 -0.57 0.86
H -0.87 0.31 -0.16
```

Calculated values
Orbital gap in hartree: 0.345
HOMO level in eV: -9.84



Energies in kcal/mol, measured from the most stable structure: *A* 6.9; *B* 0.0.



*A*
Entry from OMol25: the ion CHN4O2 with charge -1 (ωB97M-V with the def2-TZVPD basis set).

Geometry as XYZ:
```
8
CHN4O2 | OMol25 | ωB97M-V with the def2-TZVPD basis set
O 0.38 -1.88 -1.23
O 0.48 -1.49 0.15
N -0.38 0.59 -0.58
N -0.60 1.78 0.05
N 0.22 0.56 1.66
N -0.25 1.70 1.29
C 0.11 -0.22 0.30
H 0.04 -1.05 -1.63
```

Calculated values
Charge: -1
Orbital gap in hartree: 0.296
HOMO level in eV: -3.96



*B*
Entry from OMol25: a cluster of 2 separate species, CHN4O2 in total (ωB97M-V with the def2-TZVPD basis set).

Geometry as XYZ:
```
8
CHN4O2 | OMol25 | ωB97M-V with the def2-TZVPD basis set
O -1.73 1.36 -0.53
O -0.18 2.34 -1.88
N 3.73 1.33 1.88
N 2.67 0.97 2.04
N 0.48 1.27 0.10
N 0.52 0.16 0.55
C -0.61 1.67 -0.93
H -0.14 -0.58 0.35
```

Calculated values
Charge: -1
Orbital gap in hartree: 0.297
HOMO level in eV: -3.45



Energies in kcal/mol, measured from the most stable structure: *A* 92.8; *B* 0.0.